1.
The molecule C5H14N2, computed with ωB97M-V/def2-TZVPD.

**Energy above the lowest of the compared OMol25 structures with the same formula, charge and spin**: 61.0 kJ/mol
**Strongest force on any atom**: 0.945 eV/A
**Frontier orbital gap**: 10.02 eV
**Multiplicity**: 1
**Lowest unoccupied orbital energy**: 1.1 eV
**Structure (SMILES)**: NCCCCCN

Cartesian coordinates (Å):
1 N -1.761377 2.564431 -1.089526
2 C -1.097235 1.368381 -1.564714
3 C -1.019481 0.204598 -0.544714
4 C -0.049311 0.438374 0.605840
5 C 1.321681 -0.221403 0.438909
6 C 1.284284 -1.753272 0.387706
7 N 1.564391 -2.312426 1.723924
8 H -2.711073 2.440611 -0.779171
9 H -1.193299 3.073510 -0.428286
10 H -0.113771 1.681158 -1.904729
11 H -1.637684 0.975324 -2.431951
12 H -0.840294 -0.713812 -1.100295
13 H -2.041542 0.124569 -0.167619
14 H 0.081747 1.508043 0.765844
15 H -0.484219 0.085663 1.550309
16 H 1.753353 0.144861 -0.494910
17 H 1.988936 0.055599 1.246400
18 H 0.291530 -2.064373 0.059948
19 H 2.048022 -2.113444 -0.291773
20 H 1.856050 -3.284603 1.696811
21 H 0.759292 -2.201789 2.321997

Atomic forces in eV per Å
N 0.340 0.354 -0.416
C -0.298 -0.525 0.263
C -0.417 0.749 -0.398
C 0.073 -0.420 0.608
C -0.195 -0.037 -0.650
C -0.124 0.131 0.916
N 0.350 0.166 -0.214
H 0.052 -0.116 0.240
H -0.310 -0.024 0.151
H 0.245 -0.148 -0.089
H 0.062 0.233 -0.060
H 0.265 -0.177 0.102
H -0.032 -0.164 0.136
H 0.034 0.177 -0.075
H -0.034 -0.061 -0.104
H 0.118 0.086 -0.047
H 0.153 0.167 0.127
H 0.065 -0.193 -0.448
H -0.008 -0.172 -0.155
H -0.326 0.202 -0.012
H -0.012 -0.228 0.126

=====

2.
The molecule C5H14N2 in a non-equilibrium geometry, computed with ωB97M-V/def2-TZVPD.

**Energy above the lowest of the compared OMol25 structures with the same formula, charge and spin**: 142.0 kJ/mol
**Strongest force on any atom**: 5.108 eV/A
**Frontier orbital gap**: 10.04 eV
**Multiplicity**: 1
**Lowest unoccupied orbital energy**: 1.0 eV
**Structure (SMILES)**: CCC[C@H](N)CN

Cartesian coordinates (Å):
1 C 2.566938 -0.596670 0.961002
2 C 2.159393 0.311800 -0.286918
3 C 0.638759 0.881934 -0.275409
4 C -0.521790 -0.062048 -0.012926
5 N -0.669966 -1.164310 -0.986008
6 C -1.846342 0.713311 -0.152990
7 N -2.964482 -0.228671 0.288845
8 H 2.338810 -1.646755 0.643865
9 H 2.165621 -0.404534 1.968366
10 H 3.645596 -0.583732 1.114051
11 H 2.381332 -0.251260 -1.290498
12 H 2.632269 1.253008 -0.300962
13 H 0.556985 1.708927 0.307234
14 H 0.393997 1.191845 -1.318116
15 H -0.465442 -0.512379 0.956947
16 H -1.608078 -1.130874 -1.426762
17 H -0.695563 -2.034438 -0.457290
18 H -1.917030 0.762420 -1.216513
19 H -1.869518 1.705260 0.323902
20 H -3.804685 0.239746 -0.142724
21 H -3.116799 -0.152574 1.302895

Atomic forces in eV per Å
C -0.063 -0.491 -1.540
C -2.210 -1.280 -0.039
C 0.897 -3.754 -3.346
C -0.904 0.145 -0.350
N 0.120 -0.496 -0.156
C -0.075 -1.572 1.605
N -0.762 2.312 -0.804
H -0.021 0.760 0.644
H -0.442 0.265 -0.663
H 0.152 0.121 -0.246
H -0.492 1.025 2.034
H 1.475 0.811 -0.011
H -0.030 2.411 2.038
H 0.623 0.204 0.428
H 0.121 -0.093 0.920
H 0.928 0.006 0.498
H 0.135 0.112 -0.349
H -0.478 0.789 -0.818
H 0.039 -0.289 -0.157
H 0.761 -1.019 0.820
H 0.225 0.034 -0.508

=====

3.
The molecule C5H14N2 in a non-equilibrium geometry, computed with ωB97M-V/def2-TZVPD.

**Energy above the lowest of the compared OMol25 structures with the same formula, charge and spin**: 92.1 kJ/mol
**Strongest force on any atom**: 1.653 eV/A
**Frontier orbital gap**: 9.27 eV
**Multiplicity**: 1
**Lowest unoccupied orbital energy**: 1.1 eV
**Structure (SMILES)**: CC(C)NCCN

Cartesian coordinates (Å):
1 C 1.604796 1.104179 0.982267
2 C 1.462589 0.180117 -0.250412
3 C 2.339390 -1.031255 -0.034907
4 N 0.087954 -0.234868 -0.394896
5 C -1.064692 0.565675 -0.629136
6 C -2.382150 -0.191198 -0.773966
7 N -3.093394 -0.479954 0.472379
8 H 2.643513 1.435667 1.057180
9 H 1.249861 0.559918 1.853942
10 H 1.039176 2.034912 0.892100
11 H 1.720021 0.657114 -1.201933
12 H 2.387805 -1.760730 -0.851605
13 H 1.963278 -1.644743 0.793507
14 H 3.385463 -0.788611 0.154326
15 H -0.154048 -1.190093 -0.210748
16 H -0.976410 1.160511 -1.558616
17 H -1.250043 1.316841 0.167372
18 H -3.046061 0.397272 -1.393786
19 H -2.203938 -1.171832 -1.213629
20 H -3.091897 0.281888 1.147190
21 H -2.621211 -1.200808 0.993380

Atomic forces in eV per Å
C 0.352 0.447 -1.037
C -0.828 0.321 0.403
C 0.272 -1.192 -0.112
N -0.762 -1.448 -0.046
C -0.167 1.589 -0.421
C 0.279 -0.314 1.031
N -0.064 -0.067 0.646
H 0.039 -0.239 0.397
H 0.231 0.021 0.171
H -0.252 -0.193 -0.104
H 0.434 0.419 0.231
H -0.333 0.436 -0.347
H 0.096 0.370 0.229
H -0.128 0.290 0.216
H 0.414 -0.209 0.138
H 0.330 -0.076 0.135
H 0.183 -0.079 -0.119
H -0.093 -0.013 -0.299
H -0.047 0.086 -0.499
H -0.081 0.339 -0.531
H 0.125 -0.489 -0.081

=====

4.
The ion C5H14N2 with charge +2 in a non-equilibrium geometry, computed with ωB97M-V/def2-TZVPD.

**Energy above the lowest of the compared OMol25 structures with the same formula, charge and spin**: 58.7 kJ/mol
**Charge**: +2
**Strongest force on any atom**: 3.597 eV/A
**Frontier orbital gap**: 11.91 eV
**Multiplicity**: 1
**Lowest unoccupied orbital energy**: -7.1 eV
**Structure (SMILES)**: C=C([NH3+])C[C@H](C)[NH3+]

Cartesian coordinates (Å):
1 C 0.967205 0.219960 2.065504
2 C -0.001777 -0.340230 1.377929
3 N -0.575427 -1.635072 1.953508
4 C -0.804397 0.154971 0.195532
5 C 0.007994 0.040218 -1.125963
6 C 1.374709 0.660595 -1.272328
7 N -0.883922 0.751005 -2.217309
8 H 1.465811 -0.136090 2.958225
9 H 1.314708 1.211666 1.786518
10 H -1.292283 -1.330885 2.611755
11 H -0.866672 -2.313944 1.258312
12 H 0.105614 -2.134019 2.532160
13 H -1.636463 -0.523022 0.040548
14 H -1.157227 1.175726 0.328765
15 H -0.056197 -0.991809 -1.430987
16 H 2.144342 0.101725 -0.729131
17 H 1.444560 1.553272 -0.650009
18 H 1.667615 0.849238 -2.250237
19 H -1.579967 0.127991 -2.635599
20 H -1.326424 1.552952 -1.772667
21 H -0.311793 1.005743 -3.024530

Atomic forces in eV per Å
C 0.312 1.019 -0.132
C -0.512 -0.763 0.495
N 1.130 0.743 0.406
C 1.298 -0.324 -0.574
C -1.025 0.452 -1.080
C 0.035 -0.187 3.592
N 0.402 -0.959 0.329
H -0.216 -0.484 -0.038
H -0.054 -0.133 -0.183
H -0.699 -0.509 -0.200
H -0.619 -0.029 -0.117
H 0.292 0.130 0.013
H -0.529 0.231 0.210
H -0.016 0.048 0.309
H 0.515 -0.420 -0.205
H -0.148 -0.613 -0.612
H -0.375 0.664 -0.524
H 0.585 0.200 -1.754
H -0.348 0.074 0.429
H -0.150 0.331 -0.546
H 0.120 0.529 0.181

=====

5.
The ion C5H14N2 with charge +2 in a non-equilibrium geometry, computed with ωB97M-V/def2-TZVPD.

**Energy above the lowest of the compared OMol25 structures with the same formula, charge and spin**: 304.1 kJ/mol
**Charge**: +2
**Strongest force on any atom**: 4.390 eV/A
**Frontier orbital gap**: 11.25 eV
**Multiplicity**: 1
**Lowest unoccupied orbital energy**: -8.7 eV
**Structure (SMILES)**: C=[NH+]CC[C@H](C)[NH3+]

Cartesian coordinates (Å):
1 C 0.414173 1.219812 2.234439
2 N 1.282449 0.323827 1.988646
3 C 0.890689 -0.781873 1.084014
4 C -0.416672 -0.941943 0.342666
5 C -0.492905 -0.578625 -1.218679
6 C 0.684236 0.219285 -1.804044
7 N -1.731118 0.371964 -1.328935
8 H 0.684510 1.998822 3.073064
9 H -0.362962 1.435189 1.377906
10 H 2.334323 0.359572 2.483905
11 H 1.774432 -0.915265 0.356016
12 H 0.897063 -1.623932 1.836292
13 H -0.802612 -2.123112 0.303623
14 H -1.298159 -0.532885 1.083467
15 H -0.595903 -1.571148 -1.633990
16 H 1.000888 1.087103 -1.257387
17 H 1.522045 -0.246772 -2.305387
18 H 0.320181 0.700837 -2.773493
19 H -2.431306 -0.075266 -0.630872
20 H -2.118780 0.361173 -2.266753
21 H -1.554580 1.313228 -0.944499

Atomic forces in eV per Å
C 0.948 3.386 -0.113
N 0.961 0.724 0.599
C 3.155 -3.033 -0.335
C -3.362 -1.348 0.992
C 1.278 1.867 2.241
C -1.334 0.800 -2.644
N -0.882 -2.743 2.137
H -0.989 -1.450 -1.787
H 0.969 -0.748 2.601
H -3.664 -0.650 -1.360
H -1.263 -0.063 1.218
H 0.374 0.472 -1.032
H 1.709 2.911 0.725
H 1.764 -0.529 -2.129
H -0.824 0.445 -1.078
H 0.243 0.174 0.816
H 0.345 -0.966 0.884
H -0.126 -0.409 1.061
H 0.782 1.043 -1.782
H -0.240 0.440 -0.271
H 0.157 -0.322 -0.742

=====

6.
A cluster of 2 separate species, C5H14N2O in total in a non-equilibrium geometry, computed with ωB97M-V/def2-TZVPD.

**Energy above the lowest of the compared OMol25 structures with the same formula, charge and spin**: 120.3 kJ/mol
**Charge**: -1
**Strongest force on any atom**: 1.331 eV/A
**Frontier orbital gap (alpha / beta)**: 2.09 / 7.39 eV
**Multiplicity**: 2
**<S²>**: 0.75
**Lowest unoccupied orbital energy (alpha / beta)**: 3.4 / 3.3 eV

Cartesian coordinates (Å):
1 C -0.805608 2.406904 -0.502988
2 N -1.430377 1.170372 -0.064637
3 C -1.466771 1.092232 1.410994
4 O -2.353431 0.042401 1.787995
5 H -1.413581 3.226184 -0.086844
6 H -0.852137 2.520602 -1.593433
7 H 0.226552 2.568582 -0.141431
8 H -0.912710 0.371518 -0.405826
9 H -0.445793 0.873060 1.774593
10 H -1.799392 2.057857 1.830093
11 H -3.166291 0.260401 1.332330
12 C 0.441507 -2.384854 0.406663
13 C 1.413328 -1.362099 -0.066528
14 C 1.776118 -1.183195 -1.354994
15 N 2.697912 -0.187887 -1.769548
16 H 0.213226 -3.071996 -0.431954
17 H 0.785949 -2.990138 1.240225
18 H -0.507694 -1.883279 0.701794
19 H 1.792096 -0.669902 0.687143
20 H 1.358893 -1.829848 -2.146346
21 H 3.324585 -0.384272 -2.570243
22 H 3.199556 0.320695 -1.013652

Atomic forces in eV per Å
C -0.264 0.663 0.125
N -0.328 0.336 0.923
C 0.312 -0.364 -1.042
O 0.724 0.375 0.351
H 0.152 -0.023 -0.122
H 0.202 -0.227 0.240
H -0.148 -0.212 -0.259
H 0.186 -0.133 -0.090
H -0.538 -0.166 0.350
H 0.121 -0.208 -0.285
H -0.318 -0.092 -0.235
C -1.061 0.089 -0.798
C 0.282 0.368 -0.516
C 1.119 0.440 0.403
N -0.163 -0.134 0.119
H -0.061 0.219 0.421
H 0.153 0.020 0.183
H 0.342 -0.504 0.050
H 0.094 -0.199 -0.212
H 0.391 0.452 0.487
H -0.661 -0.095 0.552
H -0.536 -0.605 -0.645

=====

strongest force on any atom of number 1 (C5H14N2)? 0.945 eV/A